DFT (wB97M-V/def2-TZVPD) results for a structure of composition C11H22I2NO3P2Tl in a non-equilibrium geometry.

LUMO energy (alpha / beta), eV: -9.95 / -9.95
HOMO-LUMO gap (alpha / beta), eV: 4.89 / 4.89
HOMO (alpha / beta), eV: -14.84 / -14.85
Total charge: +2

Geometry (Å):
I1 0.86 1.84 -1.87
I2 -0.62 -2.01 1.79
Tl1 -0.07 0.04 -0.01
P1 0.92 1.36 1.77
C1 2.69 1.04 2.09
C2 0.81 3.13 1.45
H1 1.05 3.67 2.38
H2 0.43 1.94 4.03
H3 -0.20 3.37 1.13
H4 -0.99 1.23 3.20
H5 3.26 1.21 1.18
H6 1.51 3.42 0.66
C3 0.09 1.16 3.35
H7 3.05 1.66 2.89
H8 0.31 0.18 3.79
H9 2.82 -0.01 2.38
P2 -1.31 -1.11 -1.69
C4 -0.37 -2.34 -2.63
C5 -2.75 -1.99 -1.04
H10 -2.48 0.86 -2.40
H11 -2.77 -0.53 -3.50
H12 -1.23 0.40 -3.58
C6 -2.02 0.01 -2.92
H13 -3.30 -1.31 -0.37
H14 -3.39 -2.28 -1.88
H15 -1.01 -2.81 -3.39
H16 0.02 -3.11 -1.96
H17 -2.45 -2.87 -0.47
H18 0.48 -1.85 -3.13
C7 1.61 -0.95 -0.39
O1 2.51 -1.51 -0.64
O2 0.62 -1.64 4.10
C8 1.50 -1.50 3.25
C9 2.37 -2.72 3.50
C10 3.53 -2.53 2.67
C11 2.97 -1.73 1.52
O3 3.95 -1.31 1.01
N1 1.58 -0.94 1.77
H19 2.65 -2.90 4.53
H20 1.81 -3.56 3.10
H21 4.21 -1.87 3.22
H22 4.00 -3.46 2.39